Below is a 8-piece molecular cluster, C12H32F8N8O20S8 overall in a non-equilibrium geometry, with properties calculated with wB97M-V/def2-TZVPD.

Calculated values
LUMO energy ... -2.26 eV
Kohn-Sham gap ... 5.22 eV
Energy above the lowest of the compared OMol25 structures with the same formula, charge and spin ... 0.0 kcal per mole

Cartesian coordinates (Å):
S (5.82754, -1.34054, -3.68655)
S (-1.33819, -2.46170, -1.65553)
S (1.52542, -0.25434, 1.05509)
S (-0.80515, -7.10345, 2.21455)
S (4.11168, -0.30302, -2.23238)
S (-0.65094, 0.92568, 1.27318)
S (-2.97874, -1.30702, -3.08117)
S (-1.19559, -4.64924, 2.03189)
F (-1.19464, 2.27273, 2.07949)
F (-2.92691, -0.71940, -4.57528)
F (7.39207, -1.05407, -3.87159)
F (3.01536, 0.17154, 1.48079)
F (0.18780, -2.92639, -1.73374)
F (-1.53717, -3.42453, 3.05140)
F (4.06828, 0.90269, -1.12449)
F (-0.14407, -7.97575, 3.40246)
O (0.47878, -1.06146, 5.95442)
O (3.84296, -1.38444, -1.35993)
O (-3.98449, -2.29626, -3.17788)
O (-2.04958, -7.78250, 2.06537)
O (0.82667, 4.75584, 0.18879)
O (-6.35017, 1.12035, 1.22667)
O (1.54844, -0.15028, -0.35080)
O (5.24983, -1.21979, -4.98242)
O (0.16896, -7.18228, 1.17986)
O (-0.23886, 0.42253, -5.92045)
O (-3.17901, -0.10015, -2.32628)
O (-1.97851, -3.69194, -1.40303)
O (3.16454, 0.12603, -3.22680)
O (-0.85067, 1.28438, -0.08202)
O (-1.25745, -1.43050, -0.68102)
O (-1.45626, -0.08604, 1.82733)
O (-2.45741, -4.80472, 1.37941)
O (1.32835, -1.51189, 1.65770)
O (5.88410, -2.60726, -3.05417)
O (-0.09301, -4.11484, 1.29954)
N (0.44930, 0.05880, -3.74494)
N (5.62532, -0.07225, -2.64286)
N (-1.43143, -1.92658, -3.17518)
N (0.80561, 1.02381, 1.92999)
N (2.16709, 3.43138, 1.53347)
N (1.68923, 0.22906, 4.45969)
N (-0.90939, -5.73861, 3.15336)
N (-5.88413, 1.91567, -0.88019)
C (-5.47893, 1.39688, 0.50353)
C (0.54524, -0.12636, -5.22456)
C (1.23016, 4.59357, 1.27750)
C (0.49655, -0.04935, 5.36932)
C (-0.61339, 0.95917, 5.29975)
C (-4.01378, 1.36215, 0.75494)
C (2.64856, -0.92131, 4.41222)
C (2.92962, 2.98942, 0.29890)
C (0.97475, 5.42989, 2.48755)
C (-5.98389, 0.86765, -1.96224)
C (-0.14879, 1.35797, -3.34004)
C (1.74444, -0.88455, -5.68110)
H (3.71244, 2.30964, 0.61122)
H (-3.42048, 1.15176, -0.13418)
H (0.30759, 4.84196, 3.13071)
H (1.32533, 0.46216, 3.48661)
H (2.73047, 3.59477, 2.36909)
H (-6.78221, 2.39175, -0.75679)
H (-0.19797, -0.73814, -3.45605)
H (-1.52187, 0.41500, 5.54487)
H (-6.77763, 0.18654, -1.68090)
H (2.58190, -0.19757, -5.52223)
H (-5.24928, 2.67528, -1.13956)
H (-6.20198, 1.39455, -2.88710)
H (3.23720, 3.89378, -0.21040)
H (3.37286, -0.72289, 3.62688)
H (1.87877, 5.61980, 3.06657)
H (-5.00357, 0.40173, -2.06480)
H (-0.73411, 1.28753, 4.26584)
H (0.47389, 2.13202, -3.78015)
H (1.34463, -0.14597, -3.26343)
H (1.65246, -1.11416, -6.73605)
H (-0.07771, 1.42982, -2.25895)
H (1.55803, 2.63835, 1.89208)
H (2.21140, 2.44167, -0.30532)
H (-3.75914, 2.24914, 1.33756)
H (0.48665, 6.36219, 2.22871)
H (2.23219, 1.05470, 4.71277)
H (-1.17659, 1.33523, -3.68145)
H (3.19711, -0.94662, 5.35083)
H (-3.88096, 0.51763, 1.43423)
H (2.14960, -1.86763, 4.24134)
H (-0.43291, 1.77959, 5.99184)
H (1.96780, -1.76803, -5.08532)

Forces on atoms 1 to 3 (eV/Å):
3.7 0.2 0.3
4.3 -3.0 1.6
2.9 -1.3 -0.2

These are the Mulliken partial charges, in e, on atoms 1 to 5:
1 S 1.102
2 S 0.842
3 S 0.670
4 S 1.081
5 S 1.093

Below is C12H32FLiO4 as an isolated structure in a non-equilibrium geometry, with properties calculated with wB97M-V/def2-TZVPD.

Calculated values
LUMO energy ... -0.44 eV
Kohn-Sham gap ... 8.83 eV
Energy above the lowest of the compared OMol25 structures with the same formula, charge and spin ... 0.0 kcal per mole

Cartesian coordinates (Å):
F (-0.09831, 0.93419, 0.12432)
O (-2.11378, -0.98194, -0.29188)
O (-0.11487, 2.35321, 2.41635)
O (-1.04186, 2.67278, -2.97016)
O (2.18519, -0.60229, 0.02236)
C (-0.19103, 2.21938, -5.20294)
C (3.26180, -2.10481, -1.42434)
C (-2.71352, -3.06654, 0.74239)
C (1.92737, -1.66986, -0.88081)
C (-2.82721, -1.54753, 0.80025)
C (-0.79753, 1.62491, -3.94339)
C (0.13132, 0.62307, -3.25069)
C (1.21582, -2.80613, -0.12760)
C (0.46177, 1.66306, 3.52087)
C (0.04706, 2.35746, 4.81149)
C (-2.27113, -0.98161, 2.10526)
C (1.96116, 1.52956, 3.37606)
Li (-0.35709, 2.54284, -0.93755)
H (0.26268, 1.45459, -5.83754)
H (0.65308, 3.25879, 4.91831)
H (3.64139, -1.44218, -2.20850)
H (4.04346, -2.17937, -0.67002)
H (-1.56618, 3.33879, -3.43391)
H (0.23782, 1.70787, 5.66698)
H (3.17416, -3.07729, -1.92141)
H (1.03156, 1.11692, -2.87733)
H (-1.02045, 2.56943, 4.80591)
H (-3.08717, -3.50797, 1.67079)
H (2.38102, 0.81767, 4.09306)
H (-3.30687, -3.44417, -0.09210)
H (0.49735, -3.34693, -0.74966)
H (-1.75877, 1.15218, -4.15558)
H (1.26994, -1.36292, -1.69917)
H (-2.30585, 0.11279, 2.10481)
H (0.47925, -0.13562, -3.95077)
H (-3.89787, -1.31327, 0.72016)
H (0.00370, 0.66354, 3.51262)
H (1.37291, -0.07336, 0.14589)
H (-0.13246, 1.76908, 1.63454)
H (-1.19820, -1.18161, 2.21170)
H (-1.68757, -3.40623, 0.61232)
H (2.50519, 2.46080, 3.55232)
H (2.19016, 1.15101, 2.37834)
H (-1.47152, -0.31223, -0.00334)
H (-0.96854, 2.62872, -5.85862)
H (0.66858, -2.40421, 0.72293)
H (0.54959, 2.98941, -4.99652)
H (-0.40864, 0.14837, -2.43173)
H (-2.74115, -1.35335, 3.01850)
H (1.92426, -3.55896, 0.22708)

Forces on atoms 1 to 3 (eV/Å):
-0.3 1.0 -0.6
-0.3 0.0 -0.4
0.0 0.6 0.0

These are the natural (NBO) partial charges, in e, on atoms 1 to 5:
1 F -0.918
2 O -0.769
3 O -0.783
4 O -0.803
5 O -0.763

Below is C12H32N6STb as an isolated structure in a non-equilibrium geometry, with properties calculated with wB97M-V/def2-TZVPD.

Calculated values
LUMO energy (alpha / beta) ... -9.28 / -8.90 eV
Kohn-Sham gap (alpha / beta) ... 10.12 / 10.41 eV
Charge ... +3
2S+1 ... 7

Cartesian coordinates (Å):
Tb (-4.66031, -13.11048, 0.13969)
S (-3.78066, -11.40090, 2.17948)
N (-4.90578, -13.77885, -2.34569)
N (-5.53310, -10.78199, -0.57527)
N (-5.79926, -15.46794, -0.05048)
N (-2.66123, -11.75516, -0.70692)
N (-6.91958, -12.97588, 1.23969)
N (-3.30079, -14.67504, 1.29703)
C (-3.85724, -16.04596, 1.51229)
C (-4.73741, -16.45668, 0.32753)
C (-3.08516, -10.39649, -1.14526)
C (-5.47813, -15.11166, -2.55795)
C (-5.83214, -9.97250, 0.69898)
C (-1.57787, -11.60259, 0.32283)
C (-7.72671, -14.18837, 0.86685)
C (-1.97637, -11.10554, 1.64999)
C (-6.87233, -15.43760, 1.00244)
C (-6.34516, -15.66701, -1.43994)
C (-4.61795, -9.89714, 1.68402)
C (-4.56532, -10.22685, -1.51494)
H (-2.53114, -10.10061, -2.04239)
H (-6.05151, -15.28267, -3.47603)
H (-8.19273, -14.07754, -0.15507)
H (-6.11982, -8.91738, 0.44389)
H (-4.50075, -15.88119, 2.39154)
H (-7.29380, -15.13673, -1.56176)
H (-6.40695, -10.94780, -1.05301)
H (-5.19427, -17.45167, 0.50700)
H (-8.58898, -14.08716, 1.52044)
H (-7.33932, -12.12957, 0.88032)
H (-3.01741, -16.77765, 1.70240)
H (-1.68485, -10.00242, 1.71544)
H (-2.96977, -14.20662, 2.14835)
H (-1.13355, -12.62479, 0.41978)
H (-7.54514, -16.24647, 0.67370)
H (-6.77230, -12.88080, 2.25590)
H (-5.45603, -13.06651, -2.78826)
H (-2.39687, -14.71792, 0.72485)
H (-2.20643, -12.23984, -1.48691)
H (-1.35220, -11.64348, 2.40289)
H (-2.77653, -9.67794, -0.40997)
H (-4.05826, -16.64464, -0.54315)
H (-6.46112, -15.63362, 1.98877)
H (-3.84460, -9.20842, 1.34157)
H (-4.96830, -9.52165, 2.65413)
H (-6.47596, -16.72884, -1.64383)
H (-6.65354, -10.46468, 1.24361)
H (-4.62015, -15.80931, -2.68113)
H (-3.97735, -13.68786, -2.80600)
H (-4.72225, -9.16207, -1.62432)
H (-0.81009, -10.89685, -0.04574)
H (-4.70786, -10.59498, -2.52121)

Forces on atoms 1 to 3 (eV/Å):
-1.2 -0.4 -1.1
1.6 -0.2 -0.2
1.0 0.6 0.4

These are the Mulliken partial charges, in e, on atoms 1 to 5:
1 Tb 0.938
2 S -0.125
3 N -0.364
4 N -0.109
5 N 0.808

Below is C12H32O4 as an isolated structure in a non-equilibrium geometry, with properties calculated with wB97M-V/def2-TZVPD.

Calculated values
LUMO energy ... 0.67 eV
Kohn-Sham gap ... 8.25 eV
Energy above the lowest of the compared OMol25 structures with the same formula, charge and spin ... 227.0 kcal per mole

Cartesian coordinates (Å):
O (9.92186, -17.53870, -6.18596)
O (7.73326, -23.23531, -6.19780)
O (7.83405, -17.75119, -5.97098)
O (8.85619, -19.06604, -5.44923)
C (5.71311, -18.75178, -6.05272)
C (11.06190, -17.09294, -5.39987)
C (9.25745, -19.65076, -7.56726)
C (11.41402, -15.70975, -5.88691)
C (5.48398, -22.50213, -6.77515)
C (12.36122, -17.96713, -5.60408)
C (7.03581, -22.28030, -6.88334)
C (10.37309, -20.84350, -5.63018)
C (9.13674, -20.16344, -6.19196)
C (6.66824, -17.66085, -6.64960)
C (6.06744, -16.21769, -6.49638)
C (7.47905, -22.42986, -8.37267)
H (7.02718, -21.80797, -9.14543)
H (10.68783, -21.73046, -6.18004)
H (9.44777, -18.32054, -5.57514)
H (7.49315, -23.45008, -8.75615)
H (5.22374, -23.30691, -7.46269)
H (9.30645, -20.45342, -8.30308)
H (6.08879, -19.75661, -6.24580)
H (10.15427, -21.16332, -4.61139)
H (4.98722, -16.29923, -6.61704)
H (10.14620, -19.02097, -7.60708)
H (5.06928, -21.51847, -6.99550)
H (9.54063, -16.76673, -6.61061)
H (10.74434, -17.15752, -4.35916)
H (5.15832, -22.72120, -5.75827)
H (12.03133, -15.74498, -6.78456)
H (5.43637, -18.50507, -5.02771)
H (12.00992, -15.03735, -5.26974)
H (8.39523, -19.09252, -7.93199)
H (8.52074, -23.49490, -6.68163)
H (13.17659, -17.32687, -5.26741)
H (10.51065, -15.13425, -6.08898)
H (8.14358, -18.65045, -6.10180)
H (6.30951, -15.82401, -5.50920)
H (6.86545, -17.80127, -7.71238)
H (8.27698, -20.82634, -6.09473)
H (12.34847, -18.83576, -4.94573)
H (12.52289, -18.15695, -6.66518)
H (11.21252, -20.15495, -5.72698)
H (7.23351, -21.33757, -6.37316)
H (8.51316, -22.10162, -8.47745)
H (4.70879, -18.58693, -6.44293)
H (6.47158, -15.37392, -7.05570)

Forces on atoms 1 to 3 (eV/Å):
7.7 6.6 -2.6
0.9 -1.7 1.6
-9.1 11.6 -3.6

These are the natural (NBO) partial charges, in e, on atoms 1 to 5:
1 O -0.671
2 O -0.722
3 O -0.806
4 O -0.686
5 C -0.649